DFT (ωB97M-V/def2-TZVPD) results for a molecular structure, C6H10N3O5P at a distorted geometry.

The HOMO energy (spin up / spin down) comes out at -0.29 / -0.29 eV. The largest force on an atom comes out at 0.084 Eh/bohr. The value obtained for the relative energy (zero: lowest compared OMol25 entry of this formula, charge and spin) is 68.21 kcal per mole. The value obtained for the orbital gap (spin up / spin down) is 6.35 / 6.35 eV. As for the charge: -2.

Last column: Löwdin charge in e.
Positions of all 25 atoms, in Å:
P1 -1.031 1.908 -0.022  0.059
O1 0.296 2.556 0.339  -0.394
O2 0.126 -0.416 -0.895  -0.091
O3 2.844 1.708 -0.116  -0.097
O4 -2.135 2.222 0.877  -0.382
O5 -1.348 1.782 -1.487  -0.358
N1 -3.795 -1.493 0.690  0.049
N2 -1.972 -1.728 -0.663  0.124
N3 -1.833 -0.690 0.202  -0.140
C1 3.042 -0.727 0.323  -0.069
C2 -0.681 0.059 0.023  -0.341
C3 -2.937 -0.544 0.926  -0.218
C4 1.299 0.293 -1.163  -0.168
C5 -3.182 -2.130 -0.310  -0.300
C6 2.211 0.482 0.059  -0.486
H1 1.286 1.200 -1.645  0.092
H2 -3.250 0.363 1.574  0.145
H3 -3.595 -3.006 -0.791  0.072
H4 3.620 -0.634 1.213  0.047
H5 -0.148 -1.006 1.683  0.019
H6 2.284 -1.550 0.542  0.084
H7 3.729 -1.136 -0.435  0.066
H8 1.614 -0.405 -1.904  0.118
H9 2.100 2.368 0.177  0.099
H10 1.455 0.527 0.804  0.070


DFT (ωB97M-V/def2-TZVPD) results for 17 unconnected molecules or ions with the total composition C8H30B2O31 at a distorted geometry.

The HOMO energy comes out at -5.47 eV. The largest force on an atom comes out at 0.066 Eh/bohr. The value obtained for the relative energy (zero: lowest compared OMol25 entry of this formula, charge and spin) is 22.91 kcal per mole. The value obtained for the orbital gap is 9.12 eV. As for the charge: -2.

Last column: Löwdin charge in e.
Positions of all 71 atoms, in Å:
O1 -0.712 1.154 1.708  0.170
O2 -0.103 -1.986 2.967  0.159
O3 -1.582 -0.512 -5.056  -0.060
O4 0.125 -0.862 1.038  0.235
O5 1.187 0.789 -5.258  -0.055
O6 2.706 4.997 -2.825  -0.055
O7 4.333 2.497 -1.253  0.120
O8 -0.927 -2.186 -2.927  -0.037
O9 -3.212 2.467 2.435  -0.036
O10 -0.077 -4.725 3.600  -0.072
O11 3.856 0.284 -0.854  0.197
O12 4.796 1.282 -4.028  0.118
O13 -0.311 4.434 -3.751  -0.065
O14 -1.519 -0.698 6.562  -0.041
O15 4.215 -0.599 -2.967  0.240
O16 -0.906 -4.148 0.626  -0.059
O17 2.885 -0.149 1.872  -0.024
O18 3.727 -4.048 0.050  0.113
O19 -2.803 -2.525 4.557  -0.061
O20 -4.390 1.289 4.560  -0.089
O21 -1.224 0.490 -0.581  0.250
O22 4.449 -2.134 -1.070  0.229
O23 1.125 -2.996 -0.698  0.101
O24 -1.374 0.593 3.816  0.109
O25 -1.307 1.403 -2.640  0.124
O26 -4.186 1.085 -2.257  -0.046
O27 1.986 1.585 3.980  -0.027
O28 -3.197 -1.456 -1.208  -0.044
O29 1.006 1.251 0.007  0.210
O30 1.435 2.297 -1.988  0.139
O31 2.329 -1.329 -1.687  0.244
C1 -0.838 0.308 2.748  -0.329
C2 3.574 -3.011 -0.606  -0.346
C3 4.302 1.320 -1.568  -0.340
C4 -0.298 -1.010 2.261  -0.368
C5 0.715 1.677 -1.224  -0.306
C6 -0.779 1.208 -1.570  -0.353
C7 2.191 -2.476 -1.041  -0.314
C8 4.461 0.703 -3.012  -0.358
B1 -0.201 0.460 0.467  -0.798
B2 3.733 -0.951 -1.644  -0.907
H1 -4.001 1.757 3.806  -0.035
H2 0.583 4.304 -4.077  0.018
H3 2.659 0.450 2.590  -0.009
H4 -4.361 0.957 -3.192  0.045
H5 -2.513 -0.282 -5.060  0.017
H6 -1.484 -1.114 -4.303  -0.015
H7 -2.709 -2.500 3.602  0.020
H8 -1.054 -4.456 -0.269  0.030
H9 -0.429 3.742 -3.097  -0.005
H10 -1.222 -0.001 5.970  0.010
H11 -0.474 -4.136 2.954  -0.024
H12 2.253 5.826 -2.661  0.027
H13 2.749 0.367 1.073  0.006
H14 -3.900 0.466 4.614  0.005
H15 -0.019 -5.570 3.150  0.020
H16 -0.306 -3.403 0.524  -0.006
H17 2.455 4.433 -2.088  0.008
H18 -4.091 -1.797 -1.274  0.050
H19 1.724 2.315 3.414  0.057
H20 -3.317 1.501 -2.229  0.014
H21 -2.325 2.091 2.385  0.018
H22 -2.122 -1.927 4.882  -0.015
H23 -3.255 -0.557 -1.552  -0.005
H24 -3.705 2.012 1.748  0.064
H25 -0.224 -1.749 -2.440  0.034
H26 1.842 1.277 -4.754  0.015
H27 -1.855 -0.233 7.330  0.038
H28 1.283 1.518 4.630  0.046
H29 0.360 0.936 -4.791  -0.005
H30 -1.730 -2.001 -2.424  0.009


DFT (ωB97M-V/def2-TZVPD) results for 2 unconnected molecules or ions with the total composition C7H14N5 at a distorted geometry.

The HOMO energy comes out at -13.03 eV. The largest force on an atom comes out at 0.079 Eh/bohr. The value obtained for the relative energy (zero: lowest compared OMol25 entry of this formula, charge and spin) is 75.04 kcal per mole. The value obtained for the orbital gap is 8.23 eV. As for the charge: +1.

Last column: Löwdin charge in e.
Positions of all 26 atoms, in Å:
N1 3.247 -0.179 0.027  0.057
N2 4.167 0.692 0.103  0.060
N3 2.067 0.469 -0.042  -0.079
N4 -2.723 0.716 -0.215  -0.135
N5 0.567 -1.370 -0.219  -0.101
C1 -3.052 1.730 -0.953  -0.006
C2 -3.278 0.444 1.116  -0.101
C3 3.625 1.917 0.090  -0.094
C4 2.246 1.820 0.010  0.002
C5 1.508 -2.391 -0.432  -0.008
C6 -0.747 -1.686 0.171  -0.017
C7 0.876 -0.140 -0.016  0.028
H1 -4.255 0.046 0.832  0.095
H2 4.333 2.820 0.128  0.150
H3 1.499 2.543 -0.314  0.141
H4 -2.710 1.677 -1.976  0.069
H5 1.448 -2.760 -1.456  0.129
H6 -0.910 -1.648 1.232  0.107
H7 1.547 -3.224 0.202  0.109
H8 -3.473 1.345 1.630  0.064
H9 -0.920 -2.586 -0.321  0.097
H10 -3.552 2.578 -0.632  0.055
H11 0.064 0.523 0.166  0.153
H12 2.515 -2.066 -0.535  0.071
H13 -1.463 -0.903 -0.187  0.075
H14 -2.626 -0.365 1.591  0.079


DFT (ωB97M-V/def2-TZVPD) results for H8Si3 in the gas phase at a distorted geometry.

The HOMO energy comes out at -10.79 eV. The largest force on an atom comes out at 0.031 Eh/bohr. Its SMILES is [SiH3][SiH2][SiH3]. The value obtained for the relative energy (zero: lowest compared OMol25 entry of this formula, charge and spin) is 0.00 kcal per mole. The value obtained for the orbital gap is 11.14 eV. As for the charge: 0.

Last column: Löwdin charge in e.
Positions of all 11 atoms, in Å:
Si1 0.413 -0.488 -0.747  0.235
Si2 0.546 1.775 -0.582  0.401
Si3 -0.689 -1.543 0.976  0.409
H1 0.713 2.755 -1.676  -0.119
H2 0.008 -2.338 2.008  -0.119
H3 -0.762 2.274 -0.309  -0.149
H4 1.182 2.412 0.565  -0.122
H5 0.056 -0.956 -2.059  -0.128
H6 1.716 -1.088 -0.704  -0.142
H7 -1.895 -2.358 0.804  -0.131
H8 -1.287 -0.445 1.726  -0.136


Repeat the third record exactly.
DFT (ωB97M-V/def2-TZVPD) results for 2 unconnected molecules or ions with the total composition C7H14N5 at a distorted geometry.

The HOMO energy comes out at -13.03 eV. The largest force on an atom comes out at 0.079 Eh/bohr. The value obtained for the relative energy (zero: lowest compared OMol25 entry of this formula, charge and spin) is 75.04 kcal per mole. The value obtained for the orbital gap is 8.23 eV. As for the charge: +1.

Last column: Löwdin charge in e.
Positions of all 26 atoms, in Å:
N1 3.247 -0.179 0.027  0.057
N2 4.167 0.692 0.103  0.060
N3 2.067 0.469 -0.042  -0.079
N4 -2.723 0.716 -0.215  -0.135
N5 0.567 -1.370 -0.219  -0.101
C1 -3.052 1.730 -0.953  -0.006
C2 -3.278 0.444 1.116  -0.101
C3 3.625 1.917 0.090  -0.094
C4 2.246 1.820 0.010  0.002
C5 1.508 -2.391 -0.432  -0.008
C6 -0.747 -1.686 0.171  -0.017
C7 0.876 -0.140 -0.016  0.028
H1 -4.255 0.046 0.832  0.095
H2 4.333 2.820 0.128  0.150
H3 1.499 2.543 -0.314  0.141
H4 -2.710 1.677 -1.976  0.069
H5 1.448 -2.760 -1.456  0.129
H6 -0.910 -1.648 1.232  0.107
H7 1.547 -3.224 0.202  0.109
H8 -3.473 1.345 1.630  0.064
H9 -0.920 -2.586 -0.321  0.097
H10 -3.552 2.578 -0.632  0.055
H11 0.064 0.523 0.166  0.153
H12 2.515 -2.066 -0.535  0.071
H13 -1.463 -0.903 -0.187  0.075
H14 -2.626 -0.365 1.591  0.079